No. 1
C24H23Cl2N7O2PSr as an isolated structure in a non-equilibrium geometry, computed with ωB97M-V/def2-TZVPD.

Positions of all 60 atoms, in Å:
Sr (-3.41336, 0.75579, -2.18872)
Cl (-1.45691, -2.84453, 3.94050)
C (-1.80265, -2.34328, 2.23299)
C (-2.24635, -1.04262, 1.97310)
C (-2.32424, -0.62016, 0.65682)
N (-2.65239, 0.67014, 0.21647)
C (-1.98585, 1.70822, 0.71171)
O (-1.25780, 1.74215, 1.69876)
C (-2.21810, 3.05894, 0.04342)
C (-1.67678, 4.22192, 0.62282)
C (-1.82376, 5.42177, 0.01026)
C (-2.58777, 5.45033, -1.12375)
C (-3.22022, 4.30866, -1.61754)
N (-2.96953, 3.08551, -1.04146)
C (-2.05209, -1.53941, -0.38698)
C (-1.68077, -2.86145, -0.09590)
C (-1.52442, -3.22133, 1.18837)
Cl (-0.98827, -4.86460, 1.59325)
N (-1.99121, -1.09006, -1.73654)
C (-0.72695, -1.11324, -2.22805)
O (0.30467, -1.55532, -1.69101)
C (-0.60486, -0.49327, -3.57482)
C (0.41868, -0.95224, -4.39962)
C (0.43408, -0.52239, -5.72032)
C (-0.54932, 0.37303, -6.17609)
C (-1.45149, 0.86174, -5.22212)
N (-1.48214, 0.42297, -3.95761)
H (-2.55317, -0.37744, 2.78380)
H (-1.02719, 4.06794, 1.45754)
H (-1.33468, 6.26878, 0.38137)
H (-2.80270, 6.36299, -1.65416)
H (-3.86371, 4.43183, -2.42183)
H (-1.57944, -3.57787, -0.84538)
H (1.08190, -1.69640, -3.89906)
H (1.17114, -0.90025, -6.42680)
H (-0.43777, 0.76516, -7.15792)
H (-2.23536, 1.58993, -5.50255)
C (1.83833, -2.54512, 2.08228)
N (1.15925, -1.25815, 2.44801)
C (1.90610, -0.55395, 3.62389)
N (3.22457, -0.30427, 3.31662)
C (3.87214, -1.62371, 3.07406)
N (3.27552, -2.36346, 1.91701)
C (3.47626, -1.61207, 0.64099)
P (2.69937, 0.09999, 0.60056)
C (1.06022, -0.42811, 1.23672)
C (3.44473, 0.63095, 2.24897)
H (1.35659, -2.89771, 1.17663)
H (1.67726, -3.28165, 2.87914)
H (0.23781, -1.43939, 2.71819)
H (1.73153, -1.27492, 4.46990)
H (1.27719, 0.37280, 3.75362)
H (3.76283, -2.21087, 3.92447)
H (4.99121, -1.48658, 2.83169)
H (3.09326, -2.21853, -0.16526)
H (4.55375, -1.39000, 0.48131)
H (0.64008, -1.01532, 0.42059)
H (0.38312, 0.45524, 1.36230)
H (2.98581, 1.61304, 2.44444)
H (4.46385, 0.77984, 2.07092)

Its total energy is -74952.831 eV. Its spin multiplicity is 1. The LUMO energy comes out at -3.1 eV. The value obtained for the HOMO energy is -0.379 Eh. As for the largest force on an atom: 3.9 eV/Å. As for the net charge: +1. As for the orbital gap: 7.19 eV.

No. 2
C17H25BrMoN3OS as an isolated structure, computed with ωB97M-V/def2-TZVPD.

Positions of all 49 atoms, in Å:
Mo (0.42064, -0.57608, 0.13362)
C (0.78479, -0.94303, -2.18164)
C (0.13267, -2.08944, -1.60099)
C (1.03688, -2.67964, -0.66178)
C (2.22253, -1.87288, -0.62518)
C (2.05455, -0.78753, -1.54545)
C (3.09307, 0.20497, -1.93692)
C (3.50174, -2.20011, 0.06070)
C (0.82621, -3.99521, 0.00131)
C (-1.12826, -2.71485, -2.08721)
C (0.35780, -0.23164, -3.41376)
H (2.64978, 1.15482, -2.23298)
H (3.63952, -0.17916, -2.80333)
H (3.81991, 0.38223, -1.14668)
H (3.37881, -2.89399, 0.89062)
H (4.01566, -1.30554, 0.41214)
H (4.16228, -2.68425, -0.66467)
H (1.46065, -4.13723, 0.87336)
H (1.08054, -4.78545, -0.71208)
H (-0.21413, -4.15135, 0.28572)
H (-1.71628, -3.15380, -1.28157)
H (-0.87046, -3.52854, -2.77176)
H (-1.74754, -2.01284, -2.64073)
H (0.72337, 0.79274, -3.44728)
H (-0.72119, -0.24001, -3.55658)
H (0.79756, -0.76036, -4.26564)
O (-1.79987, 1.01183, 5.71660)
C (-1.47123, 0.73796, 4.49038)
C (-2.18252, 1.15548, 3.34450)
C (-1.72908, 0.81769, 2.10101)
N (-0.61461, 0.07215, 1.89646)
C (0.01904, -0.34349, 3.00997)
Br (1.49130, -1.46820, 2.55832)
C (-0.31897, -0.05640, 4.28970)
H (-2.61491, 1.52206, 5.83128)
H (-3.09140, 1.73322, 3.45417)
H (-2.27754, 1.11660, 1.21887)
H (0.24652, -0.42445, 5.13605)
C (-2.16207, 4.92800, -0.23305)
N (-1.09341, 3.92833, -0.16214)
C (-1.18772, 2.70064, -0.60370)
N (-2.32312, 2.22633, -1.09806)
S (0.28237, 1.73740, -0.64157)
H (-1.88893, 5.77306, 0.39149)
H (-3.10083, 4.51700, 0.13848)
H (-2.29753, 5.29230, -1.25305)
H (-0.18432, 4.24961, 0.13870)
H (-3.11264, 2.83664, -1.26545)
H (-2.34962, 1.32439, -1.54019)

Its total energy is -107260.289 eV. Its spin multiplicity is 3. The LUMO energy (spin up / spin down) comes out at -11.2 / -11.1 eV. The expectation value of S² is 2.06. The value obtained for the HOMO energy (spin up / spin down) is -0.681 / -0.686 Eh. As for the largest force on an atom: 0.7 eV/Å. As for the net charge: +3. As for the orbital gap (spin up / spin down): 7.29 / 7.58 eV.